# 1
ORCA calculation (ωB97M-V/def2-TZVPD) on an isolated molecule of CH3NO3S at a distorted geometry.

Each line ends with the natural charge from an NBO analysis.
Element x y z (Å)
N: 1.679 0.276 -0.428  -0.507
O: 0.804 0.376 0.745  -0.413
C: -0.196 -0.688 0.786  -0.262
S: -1.590 -0.138 -0.123  1.976
O: -2.738 -0.983 -0.276  -0.853
O: -1.859 1.245 -0.125  -0.853
H: 2.484 0.553 -0.013  0.344
H: 1.325 1.083 -1.147  0.347
H: 0.092 -1.725 0.582  0.220

**Frontier orbital gap (alpha / beta)**: 8.8 / 8.8 eV
**Max |F|**: 5.36 eV Å⁻¹
**Total charge**: 0
**Relative energy (zero: lowest compared OMol25 entry of this formula, charge and spin)**: 120.8 kcal per mole
**HOMO level (alpha / beta)**: -9.976 / -9.977 eV
**SMILES**: NOC=S(=O)=O

# 2
ORCA calculation (ωB97M-V/def2-TZVPD) on C23H35N9O5RbS2 as an isolated structure.

Each line ends with the Löwdin charge.
Element x y z (Å)
Rb: -0.071 -0.024 -0.700  0.811
C: 1.909 -1.603 -4.745  -0.014
C: 2.079 -1.418 -3.263  -0.263
N: 2.234 -0.272 -2.710  0.063
N: 2.021 0.784 -3.559  -0.049
C: 2.146 2.059 -3.079  -0.913
N: 1.287 2.899 -3.699  0.101
S: 3.280 2.563 -1.961  0.589
C: 2.052 -2.611 -2.363  -0.214
C: 1.772 -3.876 -2.871  -0.014
C: 1.724 -4.958 -2.006  -0.065
C: 1.950 -4.753 -0.658  -0.060
C: 2.190 -3.452 -0.234  -0.129
N: 2.235 -2.411 -1.051  0.103
H: 2.409 -0.788 -5.267  0.089
H: 0.859 -1.586 -5.056  0.076
H: 2.350 -2.541 -5.074  0.071
H: 1.184 0.648 -4.154  0.091
H: 0.437 2.510 -4.094  0.084
H: 1.300 3.853 -3.390  0.085
H: 1.567 -4.018 -3.920  0.102
H: 1.498 -5.947 -2.385  0.105
H: 1.913 -5.566 0.053  0.099
H: 2.312 -3.222 0.818  0.091
O: -5.857 -1.980 -4.004  0.051
C: -4.692 -1.541 -3.437  -0.296
C: -4.529 -1.460 -2.064  0.043
C: -3.306 -1.030 -1.566  -0.189
N: -2.308 -0.636 -2.360  0.080
C: -2.489 -0.693 -3.685  -0.175
C: -3.650 -1.166 -4.269  0.052
C: -1.331 -0.226 -4.578  -0.625
O: -1.235 -0.758 -5.690  -0.009
O: -0.578 0.662 -4.081  -0.090
C: -3.112 -0.979 -0.047  -0.688
O: -4.054 -0.489 0.594  -0.012
O: -2.033 -1.454 0.399  -0.201
H: -6.477 -2.177 -3.296  0.097
H: -5.323 -1.705 -1.369  0.121
H: -3.725 -1.231 -5.345  0.124
N: 2.628 0.247 0.631  -0.039
C: 3.089 0.471 1.985  -0.300
C: 2.436 -0.496 2.973  -0.191
C: 0.901 -0.525 2.890  -0.291
N: 0.415 -1.665 2.115  0.007
H: 2.861 -0.666 0.259  0.031
H: 2.974 0.940 -0.024  -0.033
H: 2.808 1.491 2.268  0.080
H: 4.182 0.400 2.103  0.102
H: 2.754 -0.210 3.981  0.098
H: 2.814 -1.510 2.798  0.097
H: 0.581 0.389 2.383  0.053
H: 0.481 -0.496 3.906  0.099
H: -0.538 -1.530 1.771  0.012
H: 0.392 -2.499 2.690  0.071
C: 1.324 4.094 4.174  -0.123
N: 0.013 3.475 4.256  -0.245
C: -0.954 4.339 4.918  -0.073
C: -0.454 2.800 3.123  -0.777
S: 0.214 3.058 1.611  0.697
N: -1.455 1.933 3.374  -0.193
C: -2.198 1.282 2.303  -0.071
C: -1.790 1.467 4.707  -0.060
H: 1.624 4.369 5.187  0.083
H: 1.325 4.988 3.541  0.074
H: 2.040 3.389 3.764  0.063
H: -1.016 5.313 4.416  0.095
H: -0.656 4.502 5.956  0.088
H: -1.942 3.892 4.907  0.070
H: -1.640 1.408 1.381  0.008
H: -3.188 1.720 2.166  0.102
H: -2.326 0.223 2.511  0.082
H: -1.002 1.735 5.407  0.088
H: -1.894 0.382 4.676  0.088
H: -2.740 1.883 5.057  0.088

**Frontier orbital gap**: 7.8 eV
**Max |F|**: 0.72 eV Å⁻¹
**Total charge**: -1
**Relative energy (zero: lowest compared OMol25 entry of this formula, charge and spin)**: 18.5 kcal per mole
**HOMO level**: -5.617 eV

# 3
ORCA calculation (ωB97M-V/def2-TZVPD) on a 15-piece molecular cluster, C5H37NO15 overall at a distorted geometry.

Each line ends with the natural charge from an NBO analysis.
Element x y z (Å)
O: 0.425 0.832 3.007  -0.629
C: -0.318 0.076 2.403  0.483
C: 0.062 -0.449 0.909  -0.125
C: 0.427 0.841 0.181  -0.476
C: -0.454 2.052 0.401  -0.154
C: -1.437 2.445 -0.410  -0.381
N: 1.331 -1.239 0.943  -0.823
H: -1.229 -0.379 2.991  0.143
H: -0.832 -0.965 0.501  0.190
H: 0.430 0.587 -0.890  0.247
H: 1.452 1.034 0.525  0.214
H: -0.236 2.649 1.193  0.183
H: -2.119 3.102 0.003  0.200
H: -1.673 1.930 -1.272  0.177
H: 2.024 -0.852 0.299  0.368
H: 1.153 -2.034 0.428  0.365
H: -1.060 -1.006 -2.944  0.473
H: -1.730 -0.313 -1.717  0.511
O: -0.885 -0.375 -2.279  -1.024
H: -3.250 -2.117 1.260  0.509
H: -4.226 -1.023 1.737  0.480
O: -3.299 -1.245 1.811  -0.991
H: 2.285 3.588 -2.463  0.474
H: 1.583 2.224 -2.867  0.486
O: 1.858 2.788 -2.137  -0.966
H: -1.398 -3.274 -2.207  0.448
H: -0.739 -2.823 -3.514  0.495
O: -1.437 -3.464 -3.183  -0.954
H: -0.201 1.348 -4.618  0.481
H: 0.221 0.634 -3.285  0.504
O: 0.510 0.889 -4.171  -0.998
H: -2.951 -3.565 -0.750  0.517
H: -2.152 -3.818 0.679  0.504
O: -2.851 -3.315 0.188  -0.979
H: 1.528 -2.638 -2.278  0.484
H: 1.539 -1.739 -3.476  0.462
O: 1.146 -2.647 -3.150  -0.979
H: -0.932 1.685 4.724  0.496
H: -0.536 3.021 3.850  0.498
O: -1.260 2.410 4.130  -0.985
H: 3.601 0.114 -2.264  0.509
H: 4.679 -0.364 -1.132  0.503
O: 3.768 -0.377 -1.446  -0.969
H: 3.064 2.604 2.933  0.466
H: 1.802 1.943 2.443  0.479
O: 2.206 2.797 2.536  -0.958
H: -3.086 1.155 2.311  0.469
H: -2.338 2.441 2.306  0.495
O: -2.956 1.912 1.790  -0.961
H: 3.421 0.541 3.233  0.456
H: 2.063 0.268 3.822  0.483
O: 2.960 0.405 4.072  -0.940
H: -3.191 0.615 -0.483  0.501
H: -2.746 -0.641 0.182  0.504
O: -2.972 -0.301 -0.754  -0.974
H: 3.067 -1.894 -1.429  0.495
H: 3.244 -3.357 -1.558  0.482
O: 2.648 -2.716 -1.115  -0.967

**Frontier orbital gap**: 8.7 eV
**Max |F|**: 4.36 eV Å⁻¹
**Total charge**: 0
**Relative energy (zero: lowest compared OMol25 entry of this formula, charge and spin)**: 152.0 kcal per mole
**HOMO level**: -8.902 eV

> Which value of max |F| does entry 3 give?

4.36 eV Å⁻¹

> Which formula does entry 2 have?

C23H35N9O5RbS2